Entry A
ORCA calculation (ωB97M-V/def2-TZVPD) on 2 unconnected molecules or ions with the total composition C6H7N3O.

CARTESIAN COORDINATES (ANGSTROEM)
O (1.699, -2.397, -0.388)
C (1.388, -1.233, -0.259)
H (-0.819, 1.989, 1.539)
N (-2.817, -0.476, -1.196)
H (-1.469, 1.878, -0.031)
N (1.676, 0.996, -0.372)
H (-1.178, -2.619, 0.262)
C (-2.316, -1.087, -0.355)
H (-0.242, 2.840, 0.125)
H (-1.774, -1.711, 1.653)
H (3.238, -0.282, -0.850)
C (-0.555, 1.928, 0.487)
N (2.197, -0.262, -0.654)
H (1.977, 1.867, -0.810)
C (0.358, 0.811, 0.147)
C (-1.539, -1.728, 0.655)
C (0.177, -0.513, 0.048)

The total charge is 0.


Entry B
ORCA calculation (ωB97M-V/def2-TZVPD) on C6H7N3O in the gas phase.

CARTESIAN COORDINATES (ANGSTROEM)
H (-3.677, 0.926, 0.138)
N (1.173, -0.500, -0.185)
C (-2.369, -0.714, 0.280)
C (-1.686, 1.523, -0.197)
C (-2.742, 0.586, -0.031)
C (-1.075, -1.114, 0.222)
H (3.521, -0.730, -1.031)
C (-0.096, -0.126, -0.077)
H (-3.235, -1.557, 0.496)
N (3.522, -0.281, -0.212)
N (-0.444, 1.138, -0.283)
H (1.219, -1.375, 0.078)
O (2.286, 1.442, 0.671)
C (2.329, 0.274, 0.161)
H (-1.962, 2.548, -0.394)
H (-1.027, -2.073, 0.385)
H (4.261, 0.034, -0.022)

The total charge is 0. As for the SMILES: NC(=O)Nc1ccccn1.


Entry C
ORCA calculation (ωB97M-V/def2-TZVPD) on C6H7N3O in the gas phase.

CARTESIAN COORDINATES (ANGSTROEM)
N (0.510, -1.155, -1.969)
C (0.564, -1.493, -0.622)
H (0.918, -1.887, -2.515)
H (-1.749, 0.274, -0.632)
C (-1.502, 1.183, 0.972)
N (-0.812, 1.530, 2.138)
H (0.886, 1.115, 3.184)
C (0.237, 0.817, 2.332)
H (-0.307, 0.401, -2.670)
H (1.652, -0.814, 1.817)
N (0.526, 0.145, -2.444)
O (0.981, -2.598, -0.232)
C (0.001, -0.411, 0.279)
H (0.987, 0.964, -1.949)
C (-1.150, 0.281, 0.066)
H (-2.454, 1.864, 0.752)
C (0.712, -0.216, 1.493)

The total charge is 0. As for the SMILES: NNC(=O)c1ccncc1.


Stability order, top to bottom: entry B, entry C, entry A


Entry A
ORCA calculation (ωB97M-V/def2-TZVPD) on CH2FNO in the gas phase.

CARTESIAN COORDINATES (ANGSTROEM)
O (0.535, 0.311, -0.133)
H (-0.385, 1.898, 0.730)
H (-1.145, -1.112, 0.103)
F (0.582, -1.794, -0.878)
C (-0.045, -0.825, -0.095)
N (0.457, 1.523, 0.272)

The total charge is 0.


Entry B
ORCA calculation (ωB97M-V/def2-TZVPD) on CH2FNO in the gas phase.

CARTESIAN COORDINATES (ANGSTROEM)
H (0.754, -1.235, -0.349)
N (-0.494, 0.291, 0.542)
O (0.827, 0.739, 0.964)
C (0.463, -0.228, -0.320)
H (-0.786, 1.098, 0.001)
F (0.726, 0.377, -1.424)

The total charge is 0. As for the SMILES: F[C@@H]1NO1.


Entry C
ORCA calculation (ωB97M-V/def2-TZVPD) on 2 unconnected molecules or ions with the total composition CH2FNO.

CARTESIAN COORDINATES (ANGSTROEM)
N (0.276, -0.853, -0.679)
H (-0.164, -1.304, -1.520)
F (-1.749, -0.005, -0.288)
O (-0.169, -1.484, 0.570)
C (-0.546, -0.219, 0.243)
H (0.611, 0.877, 1.894)

The total charge is 0.


Stability order, top to bottom: entry B, entry A, entry C


Entry A
ORCA calculation (ωB97M-V/def2-TZVPD) on C17H24F3N3O4 in the gas phase.

CARTESIAN COORDINATES (ANGSTROEM)
H (3.963, 1.347, -1.747)
C (-3.103, -0.320, -0.101)
C (1.346, 3.660, 1.319)
F (-6.735, 1.647, 0.344)
H (1.365, 4.231, 0.385)
C (-6.806, 0.402, -0.157)
O (1.351, 2.264, 1.006)
C (3.138, 0.153, -3.955)
H (3.003, 0.999, 0.445)
F (-7.228, 0.543, -1.432)
H (-6.451, -2.259, 0.121)
H (2.146, -2.057, -1.141)
H (3.472, 3.733, 1.641)
H (2.284, 0.784, -4.233)
C (3.326, -3.292, 2.377)
H (-2.166, -2.230, 0.078)
H (0.404, -1.981, -0.757)
C (2.557, 3.959, 2.182)
C (-3.111, -1.715, 0.035)
H (3.083, -4.356, 2.262)
H (2.529, 3.357, 3.086)
H (4.396, -3.181, 2.540)
C (1.410, -1.790, -0.381)
N (1.526, -0.376, -0.096)
O (3.038, -0.278, -2.623)
H (2.557, 5.010, 2.454)
H (1.034, -2.246, 1.700)
C (-5.507, -0.343, -0.069)
C (-4.321, 0.364, -0.154)
H (3.144, -0.742, -4.573)
C (3.018, 0.782, -1.697)
H (-4.299, -3.474, 0.212)
C (-4.305, -2.399, 0.110)
O (-0.398, 2.602, -0.344)
H (0.414, 3.899, 1.844)
H (-1.978, 1.399, -0.258)
H (2.193, 1.474, -1.933)
C (0.381, 0.372, -0.066)
N (-1.938, 0.384, -0.185)
H (3.559, -0.584, -0.120)
F (-7.809, -0.208, 0.496)
H (-4.333, 1.439, -0.256)
C (0.423, 1.848, 0.142)
O (3.017, -2.571, 1.214)
H (2.781, -2.901, 3.245)
C (2.831, 0.210, -0.287)
H (1.357, -3.675, 0.680)
C (-5.516, -1.726, 0.058)
C (1.649, -2.631, 0.873)
N (-0.754, -0.246, -0.164)
H (4.062, 0.719, -4.121)

The total charge is 0. As for the SMILES: CCOC(=O)/C(=N\Nc1cccc(C(F)(F)F)c1)N(CCOC)CCOC.


Entry B
ORCA calculation (ωB97M-V/def2-TZVPD) on a molecular structure, C17H24F3N3O4.

CARTESIAN COORDINATES (ANGSTROEM)
H (-0.850, 1.766, 4.534)
H (-2.044, -3.099, 4.260)
H (-4.687, 1.830, 2.045)
H (0.154, 6.018, 2.630)
C (0.997, 2.680, 1.943)
H (-4.072, 0.730, 0.737)
H (-1.778, 3.271, 2.560)
H (-2.164, -3.475, 2.586)
C (-1.288, 1.474, 3.658)
H (-4.311, -1.914, 3.953)
H (2.273, 1.349, -0.356)
H (1.208, 2.067, 4.023)
O (-2.824, 1.744, 1.642)
N (0.182, 0.244, 0.632)
H (0.337, -2.007, -2.574)
C (2.247, 0.569, -1.294)
H (-0.122, 5.065, 1.045)
H (-3.847, 0.210, 2.501)
H (-3.173, 2.475, 3.578)
H (3.474, 0.063, -4.220)
C (2.927, 0.833, -2.406)
C (1.906, -0.752, -3.601)
N (0.176, -0.447, -0.353)
H (-2.113, 0.352, 3.991)
C (2.894, -0.104, -3.429)
C (1.021, -0.531, -1.419)
C (-3.983, 1.144, 1.665)
H (-4.405, -3.565, 3.403)
H (3.896, 1.504, -2.245)
O (-1.675, -1.312, 3.040)
O (-1.639, -1.682, 0.883)
N (-0.313, 0.826, 2.952)
H (2.026, 3.184, 1.753)
C (-3.814, -2.616, 3.306)
C (1.902, -1.937, -4.735)
H (1.402, 5.383, 1.550)
C (-2.186, 2.338, 2.943)
H (0.286, 2.800, 1.222)
C (0.911, -1.201, -2.669)
C (-2.407, -2.718, 3.386)
F (2.806, -3.058, -4.724)
C (-0.598, 0.077, 1.684)
H (-4.105, -2.350, 2.157)
H (1.746, 0.899, 2.515)
F (0.570, -2.350, -5.051)
C (0.631, 4.949, 2.008)
O (0.575, 3.979, 2.884)
C (-1.331, -1.067, 1.828)
H (-0.817, -1.252, -0.598)
F (2.115, -1.305, -5.878)
C (1.138, 1.475, 3.007)

The total charge is 0.


Stability order, top to bottom: entry A, entry B


Entry A
ORCA calculation (ωB97M-V/def2-TZVPD) on 2 unconnected molecules or ions with the total composition CH4IN4P.

CARTESIAN COORDINATES (ANGSTROEM)
H (2.655, 0.324, -0.610)
H (-3.664, 0.710, -0.165)
I (-3.994, -0.812, -0.240)
N (-0.016, 1.095, 0.685)
N (1.448, 2.041, -0.500)
H (0.346, -2.098, -0.789)
N (0.429, 2.214, 0.232)
H (-0.547, -2.553, 0.948)
N (1.798, 0.755, -0.397)
P (0.773, -1.807, 0.589)
C (0.774, 0.131, 0.248)

The total charge is 0. As for the SMILES: Pc1nnn[nH]1.I.


Entry B
ORCA calculation (ωB97M-V/def2-TZVPD) on 2 unconnected molecules or ions with the total composition CH4IN4P.

CARTESIAN COORDINATES (ANGSTROEM)
P (1.692, 0.644, -0.169)
H (2.287, 0.445, -1.556)
I (-4.996, 0.658, 0.366)
N (0.219, -0.242, -0.303)
H (1.227, 1.936, -0.278)
N (-0.863, 0.272, 0.359)
C (-0.023, -1.504, -0.512)
H (-4.663, -0.887, 0.683)
N (-1.224, -1.812, -0.105)
H (0.680, -2.201, -1.113)
N (-1.688, -0.680, 0.462)

The total charge is 0. As for the SMILES: Pn1cnnn1.I.


Stability order, top to bottom: entry B, entry A